Entry 1:
Formula: C33H39BrEuN7O3Si
Source: OMol25
Level of theory: ωB97M-V/def2-TZVPD

CARTESIAN COORDINATES (ANGSTROEM)
Eu: 10.837 12.696 11.284
C: 13.670 10.206 11.271
O: 13.492 11.558 11.608
C: 14.208 12.034 12.743
C: 13.288 12.279 13.874
O: 12.448 13.431 13.553
C: 11.675 13.775 14.682
H: 13.250 9.525 12.005
H: 14.718 10.034 11.098
H: 13.128 10.047 10.358
H: 14.758 12.949 12.528
H: 14.956 11.356 13.095
H: 13.837 12.517 14.798
H: 12.621 11.443 13.978
H: 11.250 12.814 15.089
H: 10.867 14.398 14.335
H: 12.269 14.293 15.474
Br: 13.222 13.415 8.659
C: 12.803 11.777 7.803
C: 13.769 11.286 6.967
C: 13.483 10.100 6.244
C: 12.245 9.529 6.334
C: 11.246 10.025 7.213
C: 9.991 9.384 7.345
C: 9.023 9.906 8.105
C: 9.326 11.055 8.919
C: 10.552 11.666 8.911
C: 11.502 11.192 7.948
H: 14.734 11.782 6.862
H: 14.221 9.613 5.601
H: 12.012 8.662 5.754
H: 9.869 8.446 6.790
H: 8.116 9.365 8.207
H: 8.516 11.454 9.530
C: 10.156 16.969 12.595
Si: 11.287 15.910 11.423
C: 11.271 17.155 9.967
C: 13.076 16.425 12.123
C: 13.315 17.459 13.003
C: 14.603 17.798 13.443
C: 15.718 17.107 12.954
C: 15.474 16.042 12.058
C: 14.184 15.723 11.698
H: 10.407 18.056 12.634
H: 10.294 16.607 13.641
H: 9.051 16.941 12.342
H: 11.711 18.102 10.287
H: 10.255 17.448 9.720
H: 11.807 16.833 9.090
H: 12.452 17.956 13.454
H: 14.688 18.584 14.171
H: 16.705 17.430 13.232
H: 16.334 15.439 11.677
H: 14.039 14.874 11.029
N: 10.154 8.636 11.528
C: 10.917 9.206 12.526
O: 10.947 10.453 12.627
C: 11.565 8.218 13.369
C: 10.959 6.932 13.486
N: 10.399 5.938 13.573
C: 12.404 8.689 14.459
N: 13.150 9.155 15.221
H: 9.822 9.249 10.792
H: 10.156 7.676 11.277
N: 6.596 14.975 9.217
C: 7.632 15.487 8.405
C: 8.761 14.896 8.903
N: 8.485 14.097 10.005
C: 7.186 14.183 10.195
H: 5.611 15.173 9.113
H: 7.457 16.100 7.541
H: 9.773 15.087 8.595
H: 6.605 13.747 11.022
C: 7.450 11.069 15.915
N: 7.826 12.035 14.944
C: 7.351 13.285 14.713
C: 8.119 13.801 13.709
N: 8.987 12.862 13.259
C: 8.794 11.826 14.028
H: 6.438 10.658 15.728
H: 7.492 11.466 16.936
H: 8.152 10.189 15.830
H: 6.597 13.720 15.369
H: 8.080 14.771 13.250
H: 9.246 10.855 13.975

Calculated values
2S+1: 8
HOMO-LUMO gap (spin up / spin down): 5.76 / 5.82 eV
energy relative to the best compared isomer or geometry (same formula, charge and spin): 1.164 eV
HOMO (spin up / spin down): -3.646 / -3.706 eV
total energy: -5463.7853 hartree
net charge: -1



Entry 2:
Formula: C6H7NO
Source: OMol25
Level of theory: ωB97M-V/def2-TZVPD

CARTESIAN COORDINATES (ANGSTROEM)
C: 1.649 1.296 -0.600
C: 0.590 0.402 -0.093
C: 0.363 -0.022 1.272
C: -0.764 -0.007 2.146
O: -1.369 0.498 3.025
N: -0.711 -1.035 1.259
C: -1.263 -1.194 -0.074
C: -0.262 -0.457 -0.999
H: 2.315 0.753 -1.272
H: 2.233 1.717 0.213
H: 1.201 2.111 -1.172
H: -2.278 -0.789 -0.131
H: -1.296 -2.262 -0.293
H: -0.761 0.169 -1.740
H: 0.354 -1.178 -1.543

Calculated values
HOMO-LUMO gap: 8.63 eV
energy relative to the best compared isomer or geometry (same formula, charge and spin): 3.067 eV
HOMO: -8.306 eV
total energy: -362.7008 hartree



Entry 3:
Formula: C4H6O2
Source: OMol25
Level of theory: ωB97M-V/def2-TZVPD

CARTESIAN COORDINATES (ANGSTROEM)
O: 0.431 0.426 -2.002
C: 0.415 -0.006 -0.709
C: 1.403 0.061 0.189
O: 0.961 0.015 1.467
C: -0.719 0.059 1.179
C: -0.844 -0.625 -0.149
H: 0.840 1.300 -1.990
H: 2.460 0.070 -0.082
H: -0.956 -0.442 2.097
H: -1.139 1.085 1.106
H: -0.792 -1.723 -0.068
H: -1.685 -0.358 -0.801

Calculated values
HOMO-LUMO gap: 8.54 eV
energy relative to the best compared isomer or geometry (same formula, charge and spin): 2.824 eV
HOMO: -7.715 eV
total energy: -306.4025 hartree



Which of these has the highest energy relative to the best compared isomer or geometry (same formula, charge and spin)?
C6H7NO